Entry 1:
Here is an isolated molecule of C4H9N3O2 in a non-equilibrium geometry from the Open Molecules 2025 dataset. Energies are from wB97M-V/def2-TZVPD.

Results
* E_tot: -472.28087 hartree
* Kohn-Sham gap: 9.202 eV
* molecular weight: 131.14 g mol⁻¹
* F_max: 4.31 eV Å⁻¹
* energy above the lowest of the compared OMol25 structures with the same formula, charge and spin: 196.3 kcal per mole

Cartesian coordinates (Å):
H1 1.06578 -1.64500 -1.12996
H2 -0.55264 -1.72839 -0.39329
H3 0.57562 0.31638 -2.48346
C1 -0.15194 -0.52112 -2.38907
N1 0.11957 -0.00373 0.00394
C2 0.13580 -1.12733 -0.94840
N2 -0.73302 1.93764 -0.85011
H4 -0.10342 -1.39493 -3.06590
H5 -1.19751 -0.13926 -2.51014
O1 -1.11098 0.83419 1.47074
C3 -0.16375 -0.17887 1.44909
O2 -1.34883 2.98116 -0.81632
N3 -0.69082 1.06285 -0.03314
H6 1.31321 -0.69843 3.05478
H7 1.93115 0.19431 1.85411
H8 0.65636 1.12261 2.84486
C4 0.95294 0.17026 2.37053
H9 -0.69754 -1.18233 1.57172

Atomic partial charges in e from the Mulliken method, atoms 1 to 4: H 0.224; H 0.386; H 0.341; C -1.129

Entry 2:
Here is a structure of composition C11H21Cl2GeO4ScSe2 from the Open Molecules 2025 dataset. Energies are from wB97M-V/def2-TZVPD.

Results
* E_tot: -9293.69330 hartree
* Kohn-Sham gap: 5.296 eV
* net charge: -2
* molecular weight: 563.68 g mol⁻¹
* F_max: 0.48 eV Å⁻¹

Cartesian coordinates (Å):
C1 1.79512 1.56834 0.03972
C2 0.03882 -2.05625 2.17940
Se1 2.31392 -0.29349 -0.38800
O1 -1.68460 0.53148 0.43612
H1 0.71522 1.58621 0.24943
Cl1 -3.19377 0.00408 -2.12744
C3 -0.25042 -4.93013 1.07070
Se2 -0.17637 1.60484 -2.71557
O2 4.45163 1.99273 -1.49470
O3 -3.58637 1.28148 1.33738
H2 2.25203 1.86761 0.98411
H3 -0.25885 -2.46552 3.15107
H4 -3.31332 -1.36694 -0.27250
C4 -2.95435 0.60891 0.54469
H5 -3.19209 -2.21655 1.91894
H6 0.21197 3.61264 -0.75630
H7 1.89081 2.99018 -3.14568
Cl2 -5.44106 -0.32172 -0.29172
C5 -0.96712 -2.33771 -0.91463
H8 2.33440 1.33657 -2.73781
H9 -3.52056 -3.71556 1.03780
H10 1.46168 4.65470 -1.45629
H11 -1.65092 -2.88663 -1.57937
C6 3.56994 3.00346 -1.03363
H12 -0.16851 -0.98450 2.20181
C7 1.26983 3.87739 -0.70664
C8 1.69074 2.16533 -2.45468
Sc1 -0.35573 -0.41384 -0.86415
O4 1.58949 4.42490 0.58454
Ge1 -0.98387 -3.08830 0.82629
H13 -0.94455 -5.66967 0.66457
H14 0.79175 4.37825 1.11790
H15 1.11290 -2.18605 2.04795
C9 -3.66748 -0.34925 -0.44602
H16 0.69041 -5.00941 0.52584
H17 4.08131 1.13541 -1.21887
H18 -2.73022 -3.76620 2.62224
H19 -0.07453 -5.16241 2.12382
H20 3.72191 3.87083 -1.68806
H21 3.84735 3.30694 -0.01508
C10 -2.79944 -3.20750 1.68236
C11 2.08289 2.62536 -1.03955

Atomic partial charges in e from the Mulliken method, atoms 1 to 4: C -1.433; C -1.274; Se -0.389; O -0.416

Entry 3:
Here is a cluster of 2 separate species, C5H11N2O in total in a non-equilibrium geometry from the Open Molecules 2025 dataset. Energies are from wB97M-V/def2-TZVPD.

Results
* E_tot: -381.44960 hartree
* Kohn-Sham gap: 10.044 eV
* net charge: +1
* molecular weight: 115.16 g mol⁻¹
* F_max: 3.99 eV Å⁻¹
* energy above the lowest of the compared OMol25 structures with the same formula, charge and spin: 134.5 kcal per mole

Cartesian coordinates (Å):
C1 0.38502 0.97949 0.16025
C2 -3.90559 -1.30727 -0.83645
O1 -1.91200 -0.46012 0.04234
H1 0.26623 -0.52457 -1.07487
N1 0.98983 1.25902 1.47104
H2 1.01160 -2.37986 0.45549
H3 1.56430 0.37765 1.71905
C3 0.95095 -0.35898 -0.30881
H4 -0.87094 2.60280 0.40102
H5 1.61644 2.10233 1.55076
C4 1.08085 -1.37135 0.82574
N2 -3.00375 -0.86408 -0.25986
H6 1.96809 -0.02756 -0.78199
C5 -0.63771 1.72152 -0.16878
H7 2.07882 -1.35795 1.30190
H8 -4.62465 -1.60161 -1.56283
H9 -1.17082 1.52069 -1.05781
H10 0.28397 1.30386 2.25890
H11 0.34242 -1.23220 1.48914

Atomic partial charges in e from the Mulliken method, atoms 1 to 4: C 0.334; C -0.028; O -0.435; H 0.400

Entry 4:
Here is an isolated molecule of C8H11N2OP in a non-equilibrium geometry from the Open Molecules 2025 dataset. Energies are from wB97M-V/def2-TZVPD.

Results
* E_tot: -837.25133 hartree
* Kohn-Sham gap (spin up / spin down): 7.014 / 6.966 eV
* molecular weight: 182.16 g mol⁻¹
* F_max: 5.29 eV Å⁻¹
* energy above the lowest of the compared OMol25 structures with the same formula, charge and spin: 169.7 kcal per mole

Cartesian coordinates (Å):
H1 3.21969 -0.12590 -1.66211
H2 -3.89920 1.23300 0.09555
C1 -0.28115 0.04981 -0.13315
C2 -2.41291 0.19206 1.07722
C3 -0.78644 1.21592 -0.97734
C4 -0.93223 0.00171 1.21669
N1 1.19829 0.28976 0.10880
H3 -0.22121 -0.72057 -0.85146
C5 -2.06305 1.62623 -0.87427
H4 2.44534 -1.27170 1.13142
H5 -2.60268 2.37157 -1.30519
H6 1.69022 -1.72193 -0.31228
O1 1.01634 2.50476 0.32664
H7 -0.73760 0.76455 1.91951
C6 2.09546 -0.80938 0.07561
N2 1.68237 1.48402 0.32046
H8 -3.11474 -0.16758 1.98450
C7 -2.92164 0.98703 0.14426
C8 3.47369 -0.66706 -0.61793
H9 -0.73160 -0.86456 1.70449
H10 4.06879 -1.54529 -0.66344
H11 -0.15445 1.61933 -1.61024
P1 4.60515 0.60254 0.26833

Atomic partial charges in e from the Mulliken method, atoms 1 to 4: H 0.291; H 0.486; C 0.038; C -0.592

Entry 5:
Here is an isolated molecule of C17H25N3 from the Open Molecules 2025 dataset. Energies are from wB97M-V/def2-TZVPD.

Results
* E_tot: -827.06560 hartree
* Kohn-Sham gap: 8.673 eV
* molecular weight: 271.41 g mol⁻¹
* F_max: 0.79 eV Å⁻¹
* energy above the lowest of the compared OMol25 structures with the same formula, charge and spin: 11.7 kcal per mole

Cartesian coordinates (Å):
C1 -0.45426 -1.29964 -0.11290
H1 4.13376 -1.39328 1.95113
C2 -2.65645 -1.69228 0.40765
N1 -1.74592 -1.12386 -0.57783
H2 5.66364 -0.29878 0.35157
C3 4.12591 0.04609 -1.09810
C4 -1.21600 1.97870 -0.36347
H3 -2.36001 3.75327 0.05544
C5 -3.54675 -2.76618 -0.21041
C6 -1.67176 -2.26488 1.45711
H4 -1.48832 -0.04409 -2.32860
H5 0.11350 2.98123 2.53448
H6 -2.87303 1.88133 -1.72541
H7 2.40811 0.26352 -2.35253
H8 -0.34625 1.73287 -0.98145
H9 -2.93322 -3.53357 -0.67647
C7 -0.88447 1.67688 1.09896
H10 -1.79050 1.78120 1.70044
H11 0.34463 -0.44638 -1.76208
C8 3.75679 -1.02951 1.00650
C9 2.41687 -1.18740 0.70780
C10 -1.37149 3.50383 -0.33500
H12 -0.65065 4.80503 1.25389
C11 -0.28045 3.99499 0.62645
N2 0.58411 -0.83154 -0.86124
C12 -2.20378 -0.12574 -1.50373
C13 1.92069 -0.72072 -0.50658
C14 4.61759 -0.41568 0.11117
H13 -1.76826 -3.35079 1.54495
H14 -1.27952 3.94725 -1.32617
H15 -3.14262 -0.49024 -1.93493
H16 -1.81836 -1.83234 2.45155
H17 1.12742 2.43965 1.20104
H18 -3.21382 1.20970 -0.13389
H19 -3.28683 -0.90552 0.84330
H20 0.57810 4.37472 0.07275
H21 1.73617 -1.66768 1.39066
C15 0.12148 2.76770 1.46679
H22 -4.16035 -3.22406 0.56119
H23 -0.47663 0.68246 1.26114
H24 4.78669 0.52623 -1.80542
C16 -2.45556 1.27504 -0.91700
C17 2.78777 -0.10180 -1.40695
N3 -0.34372 -1.94638 0.98679
H25 -4.20472 -2.33944 -0.96485

Atomic partial charges in e from the Mulliken method, atoms 1 to 4: C 0.054; H 0.383; C 0.285; N 0.210

Entry 6:
Here is a cluster of 13 separate species, C52H89F15O34 in total in a non-equilibrium geometry from the Open Molecules 2025 dataset. Energies are from wB97M-V/def2-TZVPD.

Results
* E_tot: -6090.74557 hartree
* Kohn-Sham gap: 10.465 eV
* molecular weight: 1543.22 g mol⁻¹
* F_max: 7.19 eV Å⁻¹
* energy above the lowest of the compared OMol25 structures with the same formula, charge and spin: 74.8 kcal per mole

Cartesian coordinates (Å):
H1 -17.19457 1.43575 -19.43009
H2 -23.52396 -3.45981 -33.42923
H3 -13.15817 -0.79727 -32.20263
C1 -18.04964 7.37809 -37.08949
H4 -23.27931 5.33108 -35.55229
C2 -19.73342 1.94814 -32.06846
H5 -17.55957 11.10113 -34.02609
H6 -11.64691 -5.33760 -35.05835
H7 -21.28392 -8.60763 -23.97940
H8 -9.78139 -0.54098 -37.80345
O1 -12.81103 -3.83229 -31.25077
O2 -23.50434 0.07524 -21.80213
H9 -17.70319 -0.39317 -29.07372
H10 -7.35593 -2.88555 -22.21792
H11 -18.06321 7.39357 -31.18267
C3 -19.97600 -10.34933 -24.34327
H12 -16.84733 6.03945 -25.14347
H13 -20.74487 -11.10897 -24.48431
C4 -11.88878 -3.36989 -32.02454
H14 -24.07220 -3.89445 -35.80733
C5 -18.75024 -0.14390 -28.90154
H15 -21.45425 -8.40434 -31.37012
C6 -11.54760 -5.44120 -33.01083
H16 -18.76455 6.78793 -37.66283
H17 -24.56547 -2.74777 -26.57891
O3 -19.42270 0.38139 -30.14381
C7 -17.63464 -6.64739 -23.21233
O4 -24.38122 -1.26835 -20.29827
F1 -21.62006 9.71876 -38.50831
C8 -16.57747 3.04237 -22.35769
C9 -17.38520 8.53592 -37.80268
F2 -17.25150 -6.18153 -24.40179
H18 -23.77275 -1.74614 -18.34858
O5 -24.24280 -0.42528 -29.15772
O6 -10.44562 -1.67425 -25.95849
F3 -25.56994 2.63656 -27.71573
H19 -14.50730 2.44237 -39.60703
H20 -12.90272 -0.82333 -25.44373
H21 -13.13229 -4.78094 -34.42258
C10 -25.02689 1.92138 -28.77425
C11 -10.64300 -1.96572 -24.74646
H22 -22.91205 7.02486 -35.97063
H23 -15.46584 4.16555 -24.71307
H24 -20.78172 -6.75701 -31.09663
O7 -19.29843 8.61448 -39.85270
H25 -21.72726 1.10779 -21.82537
H26 -9.17084 0.52799 -36.64079
C12 -25.01486 0.37559 -28.52586
H27 -16.10538 11.56006 -34.86807
O8 -19.30834 -7.99858 -24.48526
F4 -25.75027 2.18999 -29.87195
C13 -23.03937 1.73715 -23.38344
O9 -22.11795 -1.27495 -20.58945
H28 -24.86380 9.42850 -30.82190
H29 -17.88630 4.89399 -24.47904
F5 -23.80993 2.21916 -29.01380
H30 -16.61927 9.43642 -30.05240
C14 -17.00820 5.48507 -24.21888
F6 -25.69167 -7.96642 -27.00873
H31 -14.96512 5.46389 -23.69648
H32 -17.24313 6.71750 -36.77125
H33 -8.09270 -2.21018 -25.02612
H34 -8.20602 -4.06911 -23.07018
H35 -24.12251 6.20075 -36.85709
O10 -26.00353 -0.04325 -27.63007
O11 -11.17931 0.90634 -37.11601
C15 -16.82276 11.89881 -34.12060
F7 -19.02219 1.93016 -33.16130
O12 -21.35458 -3.50744 -33.85057
H36 -15.04589 0.25629 -37.51752
F8 -24.62509 -9.68857 -27.54914
F9 -16.52937 -7.32099 -22.80053
O13 -9.69342 -2.26411 -23.79418
H37 -16.59350 8.92103 -37.16003
H38 -25.41267 -1.74343 -25.34044
H39 -23.62086 2.38267 -22.72519
H40 -25.01563 7.80829 -35.67732
C16 -10.08764 0.00366 -36.91032
H41 -17.73298 -3.25555 -34.95865
C17 -24.69636 -7.78099 -29.04218
H42 -17.46879 -2.30783 -33.37533
H43 -22.39395 -5.96265 -29.87492
C18 -19.48326 -1.36112 -28.42409
H44 -21.88253 -0.05779 -23.19293
H45 -15.98316 1.45941 -39.43431
C19 -22.66649 -6.99021 -30.11566
C20 -23.13590 -4.28127 -35.40507
C21 -19.28520 9.45276 -38.94393
O14 -16.72357 10.21397 -32.00453
C22 -23.23651 -0.85272 -20.89700
H46 -24.17625 -1.04293 -26.27455
C23 -23.79323 9.48443 -31.01902
F10 -20.66911 1.00902 -32.32164
H47 -19.64607 -10.46789 -23.31118
H48 -20.69237 -7.91287 -29.81876
O15 -16.09814 12.19970 -32.95652
H49 -12.72911 -1.40420 -30.64862
O16 -17.81995 2.02792 -30.53799
O17 -24.11161 7.29494 -33.77419
H50 -10.63535 -6.03764 -32.99911
O18 -25.17731 9.28936 -33.47390
C24 -18.13997 8.47952 -31.12865
H51 -18.80747 -1.62699 -27.61125
C25 -20.44083 -8.86908 -24.61888
F11 -26.43217 -9.15266 -28.64899
C26 -20.47473 10.38834 -38.68810
C27 -8.29569 -2.14085 -23.95743
H52 -13.78555 -1.74060 -24.27067
H53 -20.69981 -8.88296 -25.67757
H54 -10.26400 -0.71669 -36.11153
C28 -14.62068 1.23094 -37.75698
H55 -17.20706 6.31322 -23.53865
H56 -18.57466 7.86006 -36.26477
O19 -11.81180 -2.04973 -24.14361
C29 -12.37590 -5.55213 -34.27690
H57 -23.67622 10.46422 -31.48207
C30 -24.35691 8.40877 -33.10905
H58 -26.18067 -2.26477 -28.06003
H59 -23.35501 -6.81822 -30.94298
C31 -14.91771 1.51361 -39.21070
C32 -21.31858 -7.59523 -30.65247
H60 -18.74237 8.93010 -30.33987
C33 -16.74124 9.13645 -31.09319
C34 -18.89665 -7.53559 -23.20450
C35 -24.98543 -1.77002 -26.34287
C36 -12.41368 0.40393 -37.16941
H61 -17.32756 12.77701 -34.52314
O20 -23.51603 8.49497 -32.04937
H62 -20.48193 -1.20843 -28.01487
O21 -15.92271 4.17333 -22.57978
H63 -7.94493 -1.15039 -23.66753
C37 -26.12716 -1.46421 -27.32225
H64 -12.08586 -5.90027 -32.18159
H65 -6.65877 -3.50432 -23.82243
F12 -20.31079 3.11680 -32.01859
C38 -24.74731 6.98885 -35.01054
H66 -23.23240 -5.33317 -35.13618
H67 -23.72149 1.30927 -24.11810
O22 -19.43779 -7.80868 -22.12344
H68 -23.80655 -3.16310 -19.24906
O23 -12.83029 -0.71883 -36.81476
C39 -17.23502 1.64858 -20.49835
H69 -22.58714 -4.18893 -36.34232
C40 -15.75685 4.72572 -23.82447
C41 -18.05494 -2.46503 -34.28076
H70 -16.81874 0.68923 -20.80568
H71 -16.94195 8.24209 -38.75416
C42 -22.79000 -3.32835 -34.22430
C43 -12.96366 -1.80944 -24.98331
O24 -11.19220 -4.11329 -32.91413
O25 -11.51793 -2.09382 -32.09368
O26 -16.51901 2.81151 -21.08265
C44 -12.29801 -1.08028 -31.59590
H72 -25.32472 -2.43139 -18.87337
O27 -18.28752 9.63568 -38.02956
H73 -12.96079 -2.59655 -25.73732
C45 -18.90271 1.43965 -30.86513
H74 -19.10081 -10.74105 -24.86162
C46 -23.70634 6.28767 -35.85342
H75 -18.78471 0.68559 -28.19523
H76 -22.28190 2.31055 -23.91781
O28 -17.17206 2.43394 -23.20436
C47 -7.53556 -3.22617 -23.23763
F13 -17.84004 -5.59779 -22.40063
H77 -22.99415 -2.34221 -34.64138
C48 -24.30689 -2.19683 -19.18504
O29 -19.25615 -2.84964 -33.71288
H78 -19.53117 -2.30103 -28.97398
H79 -23.15099 9.49273 -30.13836
C49 -22.40326 0.64913 -22.54701
H80 -12.78981 -6.54832 -34.43302
C50 -25.37404 -8.65549 -28.02233
H81 -14.56588 0.78608 -39.94215
H82 -18.72780 8.68655 -32.02291
H83 -25.72044 6.49846 -34.98544
O30 -13.20896 1.36314 -37.62840
C51 -16.09944 11.39957 -31.81929
O31 -23.39924 -7.91451 -29.25816
H84 -14.99912 2.00674 -37.09137
F14 -20.27168 11.07212 -37.64635
O32 -20.51574 -2.38398 -35.56845
C52 -20.34589 -2.92344 -34.48655
H85 -18.27912 1.65919 -20.81112
H86 -15.93638 8.42432 -31.27530
H87 -11.76324 -0.16862 -31.32948
H88 -27.06361 -1.70047 -26.81694
O33 -25.23950 -6.71511 -29.44871
O34 -15.57231 11.71819 -30.74827
H89 -18.12046 -1.49101 -34.76564
F15 -20.68084 11.15321 -39.76230

Atomic partial charges in e from the Mulliken method, atoms 1 to 4: H 0.291; H 0.392; H 0.295; C -1.129

Please write out number 1 again, unchanged.
Here is an isolated molecule of C4H9N3O2 in a non-equilibrium geometry from the Open Molecules 2025 dataset. Energies are from wB97M-V/def2-TZVPD.

Results
* E_tot: -472.28087 hartree
* Kohn-Sham gap: 9.202 eV
* molecular weight: 131.14 g mol⁻¹
* F_max: 4.31 eV Å⁻¹
* energy above the lowest of the compared OMol25 structures with the same formula, charge and spin: 196.3 kcal per mole

Cartesian coordinates (Å):
H1 1.06578 -1.64500 -1.12996
H2 -0.55264 -1.72839 -0.39329
H3 0.57562 0.31638 -2.48346
C1 -0.15194 -0.52112 -2.38907
N1 0.11957 -0.00373 0.00394
C2 0.13580 -1.12733 -0.94840
N2 -0.73302 1.93764 -0.85011
H4 -0.10342 -1.39493 -3.06590
H5 -1.19751 -0.13926 -2.51014
O1 -1.11098 0.83419 1.47074
C3 -0.16375 -0.17887 1.44909
O2 -1.34883 2.98116 -0.81632
N3 -0.69082 1.06285 -0.03314
H6 1.31321 -0.69843 3.05478
H7 1.93115 0.19431 1.85411
H8 0.65636 1.12261 2.84486
C4 0.95294 0.17026 2.37053
H9 -0.69754 -1.18233 1.57172

Atomic partial charges in e from the Mulliken method, atoms 1 to 4: H 0.224; H 0.386; H 0.341; C -1.129

Look up the F_max of the second one.
0.48 eV Å⁻¹

Which value of E_tot does entry 4 give?
-837.25133 hartree